Molecular formula: C3H8N4
Method: DFT, wB97M-V/def2-TZVPD

```
15
Properties=species:S:1:pos:R:3
C 0.518 0.852 0.111
N 1.779 1.117 -0.347
N -0.620 -1.515 1.279
N -0.333 -0.331 -1.897
C -0.866 -0.110 1.313
C -0.569 0.377 -0.702
N 0.134 0.850 1.374
H 1.871 1.414 -1.307
H 2.427 1.477 0.338
H 0.215 -1.748 0.753
H -0.535 -1.888 2.222
H -1.149 -0.518 -2.461
H 0.350 -1.077 -1.873
H -1.767 0.105 1.890
H -1.457 0.995 -0.694
```

E_tot = -338.05809 a.u.
maximum force = 1.61 eV/A
lowest unoccupied orbital energy = 1.02 eV
ΔE to the lowest compared entry with this formula, charge and spin = 2.6043 eV
HOMO-LUMO gap = 8.082 eV
highest occupied orbital energy = -7.065 eV

Molecular formula: C36H32AuBFN6
Method: DFT, wB97M-V/def2-TZVPD

```
77
Properties=species:S:1:pos:R:3
Au 0.319 -0.216 -0.525
C -0.992 4.513 2.149
C -0.541 3.714 0.949
C -0.554 4.082 -0.420
C -0.254 2.869 -1.094
N -0.031 1.909 -0.196
N -0.131 2.440 1.028
B -0.030 1.512 2.263
N -1.218 0.506 2.196
N -2.207 0.688 1.378
C -3.080 -0.328 1.451
C -2.586 -1.219 2.479
C -1.369 -0.720 2.887
C -0.346 -1.109 3.904
C -4.071 -0.477 0.426
C -4.046 0.422 -0.656
C -5.023 0.334 -1.640
C -6.047 -0.592 -1.501
C -6.124 -1.459 -0.411
C -5.125 -1.416 0.556
N 1.292 0.793 2.296
N 1.579 -0.049 1.275
C 2.834 -0.454 1.419
C 3.347 0.036 2.605
C 2.368 0.847 3.120
C 2.271 1.580 4.433
C 3.473 -1.285 0.342
C 3.706 -0.694 -0.897
C 4.419 -1.379 -1.882
C 4.885 -2.662 -1.616
C 4.617 -3.264 -0.385
C 3.928 -2.558 0.620
C 0.050 2.671 -2.499
C -0.379 1.521 -3.171
C -0.101 1.338 -4.522
C 0.606 2.336 -5.173
C 0.985 3.507 -4.551
C 0.733 3.660 -3.198
H -1.231 5.569 1.866
H -0.189 4.657 2.866
H -1.859 4.126 2.644
H -0.831 5.048 -0.813
H -0.117 2.158 3.242
H -3.028 -2.168 2.772
H -0.736 -1.945 4.520
H -0.121 -0.301 4.590
H 0.566 -1.518 3.425
H -3.311 1.219 -0.793
H -4.906 0.960 -2.520
H -6.825 -0.714 -2.265
H -6.880 -2.250 -0.297
H -5.176 -2.155 1.349
H 4.326 -0.059 3.034
H 3.102 1.338 5.106
H 1.327 1.321 4.923
H 2.245 2.666 4.219
H 3.338 0.321 -1.030
H 4.568 -0.974 -2.860
H 5.445 -3.132 -2.400
H 5.045 -4.204 -0.121
H 3.751 -2.998 1.573
H -1.012 0.833 -2.661
H -0.384 0.409 -5.009
H 0.905 2.076 -6.163
H 1.497 4.232 -5.120
H 1.017 4.591 -2.663
F -0.187 -6.003 -1.923
C 0.022 -4.734 -1.645
C -0.349 -4.329 -0.381
C -0.098 -3.037 -0.051
C 0.426 -2.145 -0.974
C 0.815 -2.569 -2.218
C 0.578 -3.885 -2.584
H -0.766 -4.987 0.382
H -0.308 -2.697 0.931
H 1.244 -1.846 -2.880
H 0.941 -4.268 -3.510
```

charge = +1
E_tot = -1979.75982 a.u.
maximum force = 2.41 eV/A
lowest unoccupied orbital energy (spin up / spin down) = -2.73 / -6.24 eV
HOMO-LUMO gap (spin up / spin down) = 7.892 / 4.673 eV
spin multiplicity = 3
highest occupied orbital energy (spin up / spin down) = -10.626 / -10.909 eV

Molecular formula: C4H10N3O2
Method: DFT, wB97M-V/def2-TZVPD

```
19
Properties=species:S:1:pos:R:3
C 3.393 -0.503 -0.072
C -0.369 0.052 -0.111
C -1.690 1.675 1.105
C -2.402 0.843 -0.947
N -0.410 -1.197 -0.207
N 3.189 -1.748 -0.413
N -1.608 0.741 0.039
O 2.080 -2.268 -0.658
O 4.277 -2.611 -0.567
H 2.808 0.325 -0.100
H -0.729 1.860 1.425
H -2.175 2.706 0.778
H -2.344 1.267 2.008
H -3.176 1.557 -0.923
H 4.381 -0.290 0.270
H -2.135 0.311 -1.820
H 0.460 -1.705 -0.362
H -1.313 -1.831 -0.251
H 3.923 -3.113 -1.261
```

charge = +1
E_tot = -472.67188 a.u.
maximum force = 5.25 eV/A
lowest unoccupied orbital energy = -4.80 eV
ΔE to the lowest compared entry with this formula, charge and spin = 7.1644 eV
HOMO-LUMO gap = 7.875 eV
highest occupied orbital energy = -12.673 eV